Entry 1:
The following is a DFT calculation (ωB97M-V with the def2-TZVPD basis set) of a molecular structure, C41H56N6O4PPm.

Element x y z (Å)
1 Pm 1.1155 0.1923 0.4465
2 C -1.1148 -1.5678 2.6933
3 N 0.3263 -1.2862 2.7753
4 C 0.6081 -0.5807 4.0493
5 C 0.7581 0.9384 3.9555
6 C -0.4188 1.6905 3.3378
7 N -0.3835 1.6732 1.8782
8 C -0.7795 2.7386 1.2897
9 C -1.0144 2.9136 -0.1235
10 C -1.2935 4.2088 -0.5862
11 C -1.6495 4.4556 -1.8894
12 C -1.7968 3.3667 -2.7562
13 C -1.5549 2.0846 -2.3282
14 C -1.0968 1.7981 -1.0154
15 O -0.8135 0.5896 -0.6524
16 C 1.0443 -2.5748 2.7301
17 C 1.0990 -3.1419 1.3031
18 C 2.4917 -2.9610 0.6897
19 N 2.9460 -1.5962 0.8982
20 C 4.1631 -1.4355 1.2667
21 C 4.8091 -0.1940 1.5821
22 C 6.1967 -0.2117 1.8103
23 C 6.9016 0.9270 2.1036
24 C 6.2131 2.1480 2.1455
25 C 4.8567 2.1974 1.9545
26 C 4.0892 1.0314 1.7053
27 O 2.8027 1.1022 1.6386
28 H -1.3267 -2.2549 1.8731
29 H -1.6790 -0.6603 2.5059
30 H -1.4664 -2.0384 3.6226
31 H 1.5454 -0.9584 4.4622
32 H -0.1853 -0.8134 4.7714
33 H 1.6558 1.1789 3.3906
34 H 0.9003 1.3077 4.9746
35 H -0.4217 2.7229 3.7094
36 H -1.3658 1.2378 3.6544
37 H -1.0342 3.6159 1.8996
38 H -1.2209 5.0308 0.1190
39 H -1.8457 5.4640 -2.2273
40 H -2.1016 3.5391 -3.7818
41 H -1.7094 1.2500 -2.9999
42 H 0.5739 -3.2921 3.4178
43 H 2.0642 -2.4056 3.0751
44 H 0.3736 -2.6208 0.6700
45 H 0.8474 -4.2028 1.2948
46 H 2.4331 -3.1398 -0.3820
47 H 3.1928 -3.6869 1.1229
48 H 4.8000 -2.3245 1.3647
49 H 6.7168 -1.1616 1.7324
50 H 7.9647 0.8899 2.2987
51 H 6.7657 3.0617 2.3287
52 H 4.3226 3.1391 1.9910
53 C 0.7787 -0.3389 -3.5444
54 C 1.4627 -1.3979 -2.7470
55 O 1.1365 -1.6009 -1.5804
56 C 2.5424 -2.1955 -3.3753
57 C 2.7543 -3.5141 -2.9745
58 C 3.7629 -4.2702 -3.5463
59 C 4.5768 -3.7137 -4.5232
60 C 4.3847 -2.3957 -4.9151
61 C 3.3721 -1.6408 -4.3498
62 H 1.0634 0.6172 -3.0912
63 H -0.2951 -0.4341 -3.3929
64 H 1.0174 -0.3571 -4.6033
65 H 2.1030 -3.9476 -2.2264
66 H 3.9167 -5.2940 -3.2309
67 H 5.3584 -4.3054 -4.9815
68 H 5.0284 -1.9541 -5.6644
69 H 3.2575 -0.6012 -4.6282
70 C 4.6230 2.9618 -2.2636
71 C 4.7185 1.5798 -2.1978
72 C 3.6596 0.8333 -1.6946
73 C 2.4582 1.4063 -1.2359
74 C 2.4140 2.8099 -1.3163
75 C 3.4604 3.5747 -1.8221
76 H 5.4439 3.5526 -2.6517
77 H 5.6191 1.0812 -2.5428
78 H 3.7787 -0.2503 -1.6732
79 H 1.5197 3.3370 -0.9887
80 H 3.3637 4.6542 -1.8747
81 C -5.9619 -1.5763 2.4698
82 N -6.2165 -0.5277 1.4783
83 C -6.7998 0.6492 2.1210
84 P -4.8114 -0.1080 0.6001
85 O -3.7390 0.4519 1.4380
86 N -5.2848 0.9811 -0.5590
87 C -6.2063 0.6127 -1.6174
88 C -5.0864 2.4073 -0.3597
89 N -4.4521 -1.5589 -0.1294
90 C -5.4685 -2.4539 -0.6494
91 C -3.1092 -1.8301 -0.6360
92 H -6.8905 -1.7931 3.0008
93 H -5.2031 -1.2695 3.2014
94 H -5.6192 -2.4842 1.9793
95 H -7.7862 0.3941 2.5129
96 H -6.9119 1.4549 1.3960
97 H -6.1813 1.0154 2.9506
98 H -5.9395 -0.3620 -2.0232
99 H -6.1292 1.3451 -2.4217
100 H -7.2481 0.5753 -1.2761
101 H -4.4050 2.5536 0.4747
102 H -6.0291 2.9289 -0.1512
103 H -4.6289 2.8501 -1.2482
104 H -5.4237 -2.5171 -1.7426
105 H -6.4552 -2.1024 -0.3558
106 H -5.3268 -3.4678 -0.2576
107 H -2.3976 -1.0304 -0.4216
108 H -3.1547 -1.9602 -1.7228
109 H -2.7187 -2.7594 -0.2052

Force components x, y, z for each atom (eV/Å):
Pm 0.31 -0.45 0.11
C -0.05 0.07 -0.18
N 0.07 -0.18 0.17
C 0.07 0.30 0.02
C -0.24 -0.06 -0.09
C 0.05 -0.10 0.18
N 0.19 0.23 0.05
C -0.18 -0.05 0.20
C 0.03 -0.30 -0.31
C 0.03 -0.02 0.08
C -0.06 0.06 -0.02
C 0.06 0.08 0.06
C -0.01 -0.21 0.03
C -0.47 0.64 -0.05
O -0.15 -0.07 -0.30
C -0.10 -0.08 -0.10
C 0.38 0.14 0.16
C -0.01 -0.18 0.00
N -0.03 -0.11 -0.02
C -0.16 -0.06 0.00
C -0.05 0.41 0.02
C -0.02 -0.13 -0.05
C 0.06 0.08 0.00
C 0.06 -0.13 -0.01
C -0.21 0.09 0.01
C 0.51 0.04 0.12
O -0.13 -0.03 -0.07
H 0.04 0.05 -0.03
H -0.15 0.12 0.00
H -0.02 0.01 -0.05
H -0.04 -0.09 -0.04
H 0.05 -0.09 0.03
H 0.08 0.07 0.07
H 0.02 -0.04 0.01
H -0.02 -0.01 -0.09
H 0.00 0.03 -0.01
H 0.01 -0.05 0.02
H -0.01 -0.01 0.00
H 0.02 -0.01 -0.01
H -0.04 -0.03 0.01
H 0.06 -0.02 0.01
H 0.00 0.03 0.03
H -0.03 0.00 0.06
H -0.11 -0.17 -0.01
H -0.12 0.02 -0.09
H 0.03 -0.07 0.08
H 0.00 0.05 0.04
H -0.01 0.00 0.01
H -0.02 -0.01 0.04
H 0.01 -0.02 -0.08
H -0.05 0.02 0.04
H -0.01 -0.02 0.00
C -0.10 0.15 0.08
C -0.22 0.18 0.19
O 0.17 -0.02 -0.11
C 0.24 -0.27 -0.09
C -0.12 0.04 0.03
C 0.03 -0.04 -0.01
C -0.03 0.05 0.00
C 0.09 -0.04 -0.03
C -0.10 0.09 0.08
H 0.02 0.04 -0.10
H -0.01 -0.07 0.02
H 0.02 -0.01 0.01
H -0.01 0.00 -0.04
H -0.03 -0.01 -0.02
H 0.02 0.00 0.02
H 0.01 0.01 0.01
H -0.05 -0.01 -0.04
C 0.04 0.00 -0.01
C 0.07 -0.06 -0.11
C -0.25 0.01 -0.03
C 0.33 0.24 0.03
C -0.05 -0.16 -0.14
C -0.09 0.08 0.00
H 0.00 0.00 0.00
H 0.01 0.01 0.03
H 0.08 0.00 0.09
H 0.03 0.03 0.03
H 0.02 0.00 0.01
C -0.06 0.03 0.02
N 0.58 0.16 -0.19
C -0.10 0.03 -0.01
P -0.49 -0.39 -0.10
O 0.43 0.04 0.12
N 0.07 -0.03 0.12
C 0.07 -0.05 0.10
C 0.11 0.03 0.03
N 0.07 0.28 -0.02
C -0.02 -0.11 0.12
C -0.03 0.04 0.00
H 0.00 -0.02 -0.02
H -0.05 0.00 0.00
H -0.01 -0.03 0.03
H 0.00 0.01 -0.03
H -0.06 -0.03 0.03
H 0.00 0.00 -0.04
H -0.06 0.04 -0.05
H 0.00 -0.02 -0.02
H -0.01 0.04 -0.03
H 0.00 0.03 0.02
H 0.01 -0.01 -0.02
H -0.02 0.01 -0.02
H 0.02 0.02 0.00
H -0.01 -0.09 -0.02
H 0.00 0.01 -0.01
H -0.24 0.07 0.08
H 0.09 0.02 -0.02
H -0.07 -0.02 -0.01

- 2S+1 = 5
- <S²> = 6.01
- HOMO level (spin up / spin down) (eV) = -7.28 / -7.27

Entry 2:
The following is a DFT calculation (ωB97M-V with the def2-TZVPD basis set) of a molecular structure, C41H57N7O2PS2SbSe4Sn.

Element x y z (Å)
1 Sn -0.3225 0.0060 0.4171
2 C -5.1796 1.1073 -0.5734
3 C -3.9632 0.7288 0.2304
4 N -2.7714 1.1311 0.0116
5 N -2.5517 2.0706 -1.0005
6 C -2.4598 1.6844 -2.1990
7 N -2.1423 2.6229 -3.1864
8 S -2.8954 0.1028 -2.9346
9 C -4.1389 -0.1782 1.3989
10 C -4.9656 -1.2872 1.2854
11 C -5.0245 -2.1779 2.3456
12 C -4.2816 -1.9058 3.4808
13 C -3.5337 -0.7385 3.5155
14 N -3.4505 0.1170 2.5010
15 H -5.1279 2.1619 -0.8473
16 H -6.0843 0.9212 0.0022
17 H -5.2230 0.5284 -1.4973
18 H -2.3843 3.5627 -2.9067
19 H -2.4670 2.3714 -4.1068
20 H -5.4946 -1.4858 0.3618
21 H -5.5798 -3.1014 2.2653
22 H -4.2189 -2.6163 4.2928
23 H -2.9464 -0.4979 4.3957
24 C 1.3371 -4.1790 0.6432
25 C 0.4894 -4.4021 -0.5594
26 C 0.4387 -5.7232 -1.1116
27 C -0.2106 -5.9318 -2.2744
28 C -0.9863 -4.8823 -2.8368
29 C -1.7245 -5.0368 -4.0250
30 C -2.5961 -4.0615 -4.4222
31 C -2.7988 -2.9338 -3.6076
32 C -2.0477 -2.7288 -2.4719
33 S -2.3913 -1.3344 -1.4151
34 C -1.0531 -3.6756 -2.1024
35 N -0.2214 -3.4194 -1.0538
36 H 0.8681 -4.7220 1.4730
37 H 1.3959 -3.1290 0.8968
38 H 2.3374 -4.5977 0.4925
39 H 0.9193 -6.5243 -0.5664
40 H -0.2098 -6.9011 -2.7615
41 H -1.6194 -5.9547 -4.5933
42 H -3.1794 -4.1706 -5.3281
43 H -3.5727 -2.2263 -3.8760
44 Se -4.4133 -4.7741 1.7711
45 Sb -2.2985 -3.9750 2.8017
46 Se -0.7142 -5.8927 2.7093
47 Se -2.7308 -3.5114 5.2102
48 Se -1.4575 -1.9110 1.6130
49 C 3.9950 0.2369 1.0115
50 C 2.7087 -0.0645 0.2253
51 C 3.0522 -0.9895 -0.9539
52 O 1.7392 -0.5888 1.1076
53 H 4.8424 0.4511 0.3495
54 H 4.2280 -0.6380 1.6227
55 H 3.8478 1.0871 1.6830
56 H 2.3819 0.8934 -0.2233
57 H 3.5073 -1.9022 -0.5833
58 H 3.7473 -0.5045 -1.6515
59 H 2.1417 -1.2732 -1.4847
60 C 3.8770 0.8986 -5.1573
61 N 2.8666 0.2766 -4.3434
62 N 2.1016 1.0340 -3.4630
63 C 0.9792 0.3124 -3.0769
64 O 0.1987 0.6881 -2.2116
65 C 1.0122 -0.8814 -3.8887
66 C 2.1465 -0.8474 -4.6312
67 C 2.6473 -1.8444 -5.6197
68 C 2.5353 2.2563 -2.8953
69 C 1.7494 3.3840 -3.0826
70 C 2.1156 4.5781 -2.4791
71 C 3.2678 4.6455 -1.7088
72 C 4.0466 3.5110 -1.5205
73 C 3.6844 2.3122 -2.1158
74 H 4.4936 1.5492 -4.5415
75 H 3.4502 1.4929 -5.9744
76 H 4.5068 0.1171 -5.5753
77 H 0.2869 -1.6764 -3.8383
78 H 2.0457 -2.7474 -5.5458
79 H 3.6888 -2.1054 -5.4259
80 H 2.5748 -1.4604 -6.6400
81 H 0.8357 3.2947 -3.6569
82 H 1.4929 5.4543 -2.6054
83 H 3.5522 5.5780 -1.2378
84 H 4.9257 3.5494 -0.8900
85 H 4.2561 1.4092 -1.9429
86 C 0.5796 2.9622 0.5450
87 C 1.1178 2.4413 1.9127
88 C 1.9547 3.5730 2.5379
89 P -0.3008 1.6302 2.9084
90 C -0.8339 3.1804 3.8176
91 C -0.0333 3.6060 5.0487
92 C -2.3203 3.1083 4.1826
93 C 0.5138 0.4441 4.0592
94 C -0.5444 -0.1756 4.9714
95 C 1.7949 0.8233 4.8072
96 H 1.1160 2.5600 -0.3129
97 H 0.7762 4.0449 0.4986
98 H -0.5002 2.8783 0.4177
99 H 1.8314 1.6326 1.7629
100 H 1.3693 4.4779 2.7175
101 H 2.7477 3.8329 1.8270
102 H 2.4387 3.2715 3.4660
103 H -0.7222 3.9468 3.0424
104 H -0.2000 2.9049 5.8683
105 H -0.3760 4.5932 5.3801
106 H 1.0355 3.6707 4.8683
107 H -2.4868 2.3788 4.9796
108 H -2.9266 2.7930 3.3335
109 H -2.6718 4.0846 4.5346
110 H 0.8303 -0.3252 3.3432
111 H -0.8664 0.5257 5.7506
112 H -0.1695 -1.0802 5.4513
113 H -1.4227 -0.4787 4.3975
114 H 1.6235 1.5325 5.6179
115 H 2.5457 1.2330 4.1294
116 H 2.2172 -0.0864 5.2432

Force components x, y, z for each atom (eV/Å):
Sn 1.07 -0.76 0.59
C 0.11 0.09 0.04
C -0.20 -0.01 0.48
N -0.32 0.55 -0.36
N -0.10 -0.26 0.32
C -0.28 -0.17 -0.32
N 0.04 -0.10 -0.03
S 0.29 -0.13 0.10
C -0.17 0.04 -0.08
C 0.14 0.24 -0.09
C -0.82 1.08 -0.09
C -1.22 1.29 -0.40
C -0.68 0.05 -0.10
N -0.35 0.67 0.22
H 0.03 0.04 -0.04
H 0.04 0.00 0.01
H -0.01 -0.02 0.00
H -0.03 -0.01 -0.01
H 0.01 0.05 -0.02
H -0.03 -0.02 -0.07
H -0.47 0.97 0.35
H -1.02 0.71 -0.20
H -0.61 -0.10 -0.07
C 0.27 0.19 -0.43
C 0.01 0.07 0.15
C 0.05 0.05 0.18
C -0.04 -0.08 -0.18
C -0.03 0.03 0.00
C -0.01 -0.07 0.02
C -0.09 0.12 0.02
C 0.07 -0.08 -0.04
C -0.06 0.37 -0.40
S -0.11 -0.08 -0.27
C 0.12 -0.08 0.09
N -0.12 -0.05 -0.16
H 0.07 0.06 0.00
H 0.03 0.27 0.01
H 0.02 0.00 -0.02
H 0.11 0.01 -0.07
H -0.03 -0.02 0.02
H 0.00 -0.01 0.01
H -0.01 -0.03 0.00
H -0.02 -0.03 0.00
Se 1.26 -1.81 -0.70
Sb 0.25 -2.13 0.57
Se -0.43 0.24 0.15
Se 2.01 -1.19 1.06
Se 0.26 -0.84 0.08
C -0.18 -0.03 0.01
C 0.10 -0.18 0.51
C -0.38 0.03 0.27
O 0.07 0.45 -1.11
H 0.02 0.04 0.03
H 0.06 0.00 -0.04
H 0.06 -0.03 0.02
H -0.11 -0.02 -0.01
H 0.13 -0.24 0.09
H -0.08 -0.15 0.03
H 0.05 -0.05 0.01
C -0.23 0.07 -0.13
N 0.37 -0.12 0.29
N -0.04 0.14 -0.23
C -0.38 -0.02 -0.11
O 0.27 0.20 -0.36
C 0.07 0.00 -0.10
C -0.04 -0.08 0.07
C 0.01 0.06 0.02
C 0.11 -0.13 0.03
C -0.08 0.02 0.11
C 0.02 -0.02 -0.06
C 0.01 -0.01 0.03
C 0.04 0.00 -0.09
C -0.03 0.05 0.04
H 0.03 -0.01 0.00
H 0.00 0.02 0.00
H 0.00 -0.01 -0.01
H -0.02 -0.01 0.05
H 0.00 0.00 -0.02
H -0.01 -0.02 0.01
H 0.01 -0.02 -0.01
H -0.01 0.01 0.03
H 0.00 0.01 0.01
H -0.03 0.00 0.03
H 0.00 0.01 0.00
H -0.01 0.08 -0.01
C 0.36 0.92 0.52
C 0.03 0.21 0.20
C 0.03 -0.22 -0.06
P 1.03 0.97 -0.42
C -0.47 -0.22 0.15
C -0.04 0.00 -0.02
C 0.00 -0.02 -0.06
C 0.33 -0.08 0.07
C 0.06 0.06 -0.10
C -0.09 -0.01 -0.05
H -0.23 -0.26 -0.05
H -0.04 -0.05 0.04
H 0.01 -0.33 -0.13
H -0.27 -0.18 -0.17
H 0.01 -0.02 0.04
H 0.00 0.06 0.00
H 0.01 0.03 0.00
H -0.02 -0.01 -0.02
H 0.00 0.00 0.01
H -0.03 -0.02 0.03
H -0.04 -0.03 0.05
H -0.01 0.01 -0.01
H 0.01 -0.04 -0.01
H -0.02 -0.02 0.04
H -0.17 -0.04 -0.04
H 0.02 0.00 0.01
H 0.03 0.01 0.04
H 0.71 0.04 0.14
H 0.00 0.02 0.00
H 0.01 0.00 0.02
H 0.00 0.01 0.03

- 2S+1 = 1
- HOMO level (eV) = -0.64
- net charge = -2